A molecular structure, C40H56IrN2O3P2 at a distorted geometry. Source: the Open Molecules 2025 dataset; level of theory: wB97M-V/def2-TZVPD.

For the calculated total energy, the calculation gives -2679.95391 Ha. As for the energy relative to the best compared isomer or geometry (same formula, charge and spin): 57.9 kJ/mol.

ORCA input file:
```
! RIJCOSX wB97M-V def2-TZVPD def2/J DEFGRID3
* xyz 0 6
Ir 0.52 0.36 -0.51
N -1.47 1.60 -1.14
C -2.07 2.61 -0.26
C -1.09 3.73 0.06
C 0.16 3.14 0.75
O 0.31 3.30 1.96
O 0.93 2.47 -0.04
H -1.18 2.03 -2.02
H -2.12 0.86 -1.36
H -2.37 2.12 0.67
H -2.98 3.04 -0.72
H -1.56 4.46 0.72
H -0.77 4.23 -0.86
C 1.24 -0.26 -2.47
H 1.56 0.45 -3.22
H 1.27 -1.29 -2.82
O -1.48 -1.17 -0.75
P -2.32 -2.30 -0.24
C -3.57 -1.55 0.90
C -4.78 -2.37 1.35
C -4.58 -3.13 2.66
C -4.05 -2.21 3.75
C -2.72 -1.59 3.31
C -2.91 -0.76 2.04
C -1.19 -3.59 0.40
C -1.79 -4.81 1.08
C -0.72 -5.90 1.23
C 0.69 -5.31 1.45
C 0.59 -3.97 2.18
C -0.11 -2.93 1.29
C -3.33 -3.11 -1.56
C -4.19 -2.05 -2.31
C -3.86 -1.98 -3.81
C -2.35 -1.84 -4.01
C -1.58 -3.03 -3.41
C -2.48 -3.92 -2.55
H -3.93 -0.80 0.18
H -5.09 -3.06 0.56
H -5.61 -1.67 1.49
H -3.86 -3.95 2.50
H -5.52 -3.59 2.96
H -3.92 -2.77 4.68
H -4.78 -1.42 3.94
H -2.01 -2.40 3.13
H -2.31 -0.96 4.10
H -1.95 -0.35 1.70
H -3.56 0.09 2.28
H -0.70 -3.92 -0.52
H -2.64 -5.20 0.52
H -2.15 -4.52 2.07
H -0.71 -6.53 0.33
H -0.98 -6.56 2.06
H 1.19 -5.16 0.49
H 1.30 -6.00 2.02
H 1.58 -3.60 2.45
H 0.04 -4.11 3.11
H 0.62 -2.43 0.65
H -0.54 -2.14 1.91
H -3.98 -3.82 -1.04
H -4.00 -1.06 -1.90
H -5.25 -2.26 -2.17
H -4.38 -1.13 -4.25
H -4.23 -2.88 -4.32
H -2.02 -0.92 -3.51
H -2.13 -1.73 -5.07
H -0.76 -2.66 -2.80
H -1.14 -3.64 -4.20
H -1.88 -4.67 -2.03
H -3.17 -4.48 -3.20
N 1.82 -0.46 0.72
P 3.16 -0.36 1.53
C 3.74 1.29 2.04
C 4.15 1.57 3.34
C 4.61 2.84 3.66
C 4.64 3.83 2.69
C 4.25 3.54 1.39
C 3.80 2.28 1.06
C 3.02 -1.33 3.05
C 3.68 -2.55 3.23
C 3.38 -3.34 4.33
C 2.41 -2.94 5.24
C 1.75 -1.73 5.06
C 2.04 -0.93 3.97
C 4.57 -1.02 0.58
C 5.85 -1.03 1.12
C 6.91 -1.49 0.35
C 6.68 -1.94 -0.94
C 5.40 -1.93 -1.48
C 4.34 -1.46 -0.71
H 4.12 0.80 4.10
H 4.93 3.05 4.67
H 4.98 4.82 2.95
H 4.27 4.32 0.64
H 3.48 2.05 0.05
H 4.42 -2.87 2.51
H 3.90 -4.28 4.47
H 2.17 -3.56 6.09
H 1.00 -1.41 5.78
H 1.52 0.01 3.81
H 6.02 -0.67 2.13
H 7.92 -1.49 0.75
H 7.51 -2.30 -1.54
H 5.23 -2.27 -2.49
H 3.34 -1.40 -1.12
*
```

These are the Löwdin partial charges, in e, on atoms 1 to 99: 1.352 -0.073 -0.246 -0.115 -0.681 0.029 -0.243 0.092 0.049 0.110 0.110 0.112 0.113 -0.235 -0.084 -0.085 -0.436 0.827 -0.324 -0.174 -0.194 -0.195 -0.192 -0.189 -0.337 -0.191 -0.179 -0.187 -0.178 -0.202 -0.333 -0.183 -0.202 -0.181 -0.182 -0.199 0.103 0.095 0.121 0.083 0.112 0.110 0.115 0.089 0.117 0.089 0.121 0.113 0.110 0.086 0.106 0.108 0.114 0.107 0.080 0.116 0.064 0.079 0.102 0.088 0.114 0.111 0.110 0.096 0.107 0.079 0.110 0.098 0.115 -0.404 0.798 -0.277 -0.082 -0.080 -0.078 -0.065 -0.079 -0.298 -0.091 -0.091 -0.085 -0.074 -0.088 -0.289 -0.089 -0.082 -0.085 -0.074 -0.071 0.098 0.102 0.102 0.108 0.100 0.104 0.106 0.104 0.105 0.119